Entry 1:
Molecular formula: C3H4FN3
Method: DFT, ωB97M-V/def2-TZVPD

```
! wB97M-V def2-TZVPD RIJCOSX def2/J DEFGRID3
* xyz 0 1
C -2.4570 0.3684 0.5669
H -2.6057 0.3255 1.7496
N -0.1846 0.0751 0.6503
F -3.0050 -0.5972 -0.1440
N 0.3040 -0.4702 -0.4251
C 1.5762 -0.0656 -0.3124
C 1.7858 0.6894 0.8618
H 2.5427 1.3364 1.1489
H -2.3794 1.2698 0.0304
H 2.2528 -0.6018 -1.0525
N 0.5677 0.8455 1.3900
*
```

Results
* F_max: 0.1091 Eh/bohr
* HOMO level (spin up / spin down): -0.3407 / -0.3407 hartree
* LUMO energy (spin up / spin down): -1.06 / -1.06 eV
* DFT total energy: -10358.8823 eV
* relative energy (zero: lowest compared OMol25 entry of this formula, charge and spin): 111.6 kcal/mol

=====

Entry 2:
Molecular formula: CH3IS
Method: DFT, ωB97M-V/def2-TZVPD

```
! wB97M-V def2-TZVPD RIJCOSX def2/J DEFGRID3
* xyz 0 1
H 0.6820 1.3687 -1.1171
I -1.6075 -2.7306 0.7167
C 0.3021 0.6831 -0.1951
H 0.3599 1.2171 0.7847
S 1.0060 -0.9136 0.1526
H -0.7425 0.3754 -0.3419
*
```

Results
* F_max: 0.0598 Eh/bohr
* HOMO level (spin up / spin down): -0.3467 / -0.3481 hartree
* LUMO energy (spin up / spin down): -3.35 / -3.34 eV
* DFT total energy: -20019.1907 eV
* relative energy (zero: lowest compared OMol25 entry of this formula, charge and spin): 39.8 kcal/mol

=====

Entry 3:
Molecular formula: C22H24F3NO3P2Ru
Method: DFT, ωB97M-V/def2-TZVPD

```
! wB97M-V def2-TZVPD RIJCOSX def2/J DEFGRID3
* xyz 2 5
H -0.9883 4.8365 -4.4124
H -2.3047 -0.2775 -2.9715
H -1.7956 -2.6176 0.6196
C 1.8191 -1.8206 -2.8547
C 3.1501 0.6768 0.8845
H 3.0678 2.5629 -2.8487
H -0.1577 -2.6537 -2.9619
C 2.6579 0.4802 -3.1904
C -0.7279 3.8539 -3.9874
C 3.9638 -0.0123 -2.9465
P 0.2052 -2.1651 -0.6154
C -2.3576 0.7248 -2.5275
H 1.3512 -4.0368 0.5467
H -2.0587 -2.8970 -1.1378
C 1.5646 -0.4608 -3.2420
O -1.1751 -0.1015 3.4111
F 4.2302 1.1693 3.0774
C 1.3359 -2.9347 0.6255
C -3.2906 -0.3084 -0.0583
C -1.7292 2.8980 -3.7924
C -0.0359 1.2621 -3.4574
H -4.2181 0.2562 -0.1886
H -3.1059 -0.4737 1.0115
H -0.1802 1.2610 0.1162
P -1.8667 0.5849 -0.7401
C -0.7316 -0.1765 2.3279
C -2.1529 2.3091 -0.1040
H 4.7119 0.7111 -2.6792
H -3.4280 1.0153 -2.6930
C -1.4007 1.6404 -3.2894
H 1.0087 -3.7902 -2.3128
H -3.1114 2.7208 -0.4476
C 0.9865 2.2605 -3.4850
C 0.5710 3.6126 -3.6427
H 3.3190 -3.3557 -2.9653
O 2.2774 -0.1138 0.3434
H -3.3965 -1.2758 -0.5605
H 2.3374 -2.5048 0.4761
C 2.2990 1.8260 -3.2229
H -2.1145 2.2624 0.9988
C 4.1983 -1.3505 -3.0648
H -1.3221 2.9385 -0.4703
Ru 0.0238 -0.2438 0.6368
H -2.7666 3.1261 -4.0232
N 0.3024 -0.0520 -3.5479
F 2.1432 1.7674 2.7271
C -1.3627 -3.0591 -0.2987
F 2.6709 -0.3683 3.0541
C 3.0829 0.7997 2.4623
C 0.7079 -2.7186 -2.2908
H 1.3176 4.3961 -3.4793
H 5.2106 -1.7134 -3.2324
C 3.1468 -2.2752 -2.9710
H 0.9626 -2.6085 1.6182
O 3.9999 1.3430 0.3282
H -1.1890 -4.1398 -0.1534
*
```

Results
* F_max: 0.1473 Eh/bohr
* ⟨S²⟩: 6.060
* HOMO level (spin up / spin down): -0.5371 / -0.5564 hartree
* LUMO energy (spin up / spin down): -7.81 / -9.76 eV
* DFT total energy: -60129.0771 eV
* relative energy (zero: lowest compared OMol25 entry of this formula, charge and spin): 0.0 kcal/mol

=====

Entry 4:
Molecular formula: C19H24FN5O2S
Method: DFT, ωB97M-V/def2-TZVPD

```
! wB97M-V def2-TZVPD RIJCOSX def2/J DEFGRID3
* xyz 0 1
C 2.1059 0.8803 -0.9313
C -2.7710 2.4851 0.1641
C 3.2237 -0.5215 1.2445
H -6.1493 -2.5893 -2.0603
N -5.3368 -1.5832 0.9678
H -1.5016 4.1238 0.1909
H 3.1205 0.4618 2.1050
H -0.4931 1.9572 -1.1670
C 3.4385 1.2028 -0.3903
H -7.1245 -3.1755 0.2369
C -6.9493 -1.7451 -1.9710
H 8.0114 -1.0895 2.1111
H 8.0464 -0.6063 -2.0599
C -4.0117 0.3205 0.4938
H 2.0708 -0.0410 -1.7314
C -6.0184 -0.8857 0.0164
N 1.4111 0.5544 0.0050
H 0.5080 3.1431 -0.2392
H 1.1712 -0.9251 1.8593
H 3.3882 2.0234 0.4049
H -7.8786 -2.1021 -2.5346
O -0.3376 0.6723 1.6844
C 8.1972 -1.1423 0.0433
H -7.9172 -0.3806 -0.7001
C 6.1672 -0.1841 -1.3217
C -1.4051 2.8256 0.3901
H 4.2696 1.3120 -1.2240
C -7.7131 -2.5377 0.2691
O -3.6248 2.8070 -0.7542
N -4.1410 -0.8303 1.0368
H -1.9746 0.6969 1.3955
C -7.2231 -1.4498 -0.7716
C 5.3722 -0.2818 0.2872
H 1.6962 1.7076 -1.6444
N 4.0643 0.0363 0.1627
H -8.0058 -1.9480 1.1378
H -6.4239 -0.8493 -2.6837
F 5.5224 -0.2224 -2.2817
C 6.0643 -0.6867 1.3871
H 9.2065 -1.2206 -0.1077
C 0.2944 0.9507 0.6371
H 3.6895 -1.1707 1.7169
C 7.5983 -0.6250 -1.1349
S -5.1711 0.6397 -0.4549
N -2.8416 1.0571 0.7915
H 5.6697 -0.6795 2.2978
H -1.3071 2.9855 1.4583
H 1.8166 -1.5173 0.0698
C 1.8564 -0.7128 0.5804
C 7.5275 -0.8003 1.2083
H -8.9120 -2.6656 -0.1552
C -0.2762 2.3259 -0.0345
*
```

Results
* F_max: 0.3851 Eh/bohr
* HOMO level: -0.2823 hartree
* LUMO energy: 0.22 eV
* DFT total energy: -45170.3673 eV
* relative energy (zero: lowest compared OMol25 entry of this formula, charge and spin): 507.3 kcal/mol

=====

> What is the DFT total energy in the third record?

-60129.0771 eV